Entry 1:
DFT (the ωB97M-V functional and the def2-TZVPD basis) results for 2 unconnected molecules or ions with the total composition C6H8N2O.

The geometry in XYZ format:
```
17
Properties=species:S:1:pos:R:3:nbo_charge:R:1
C -2.16134 1.16220 0.03557 -0.3136
C -2.17176 -0.16840 0.11954 -0.1329
C -0.86302 1.70051 0.44450 0.0763
C -0.74189 -0.54639 0.44671 0.0217
C 2.60623 0.23760 0.37037 0.7616
C 2.68044 -0.94181 -0.27438 -0.8237
N -0.08860 0.70603 0.70763 -0.4226
N -0.30300 -0.89176 -0.87607 -0.8449
O 2.63146 1.13838 1.06737 -0.4334
H -2.98543 1.93995 -0.36199 0.2127
H -3.06733 -0.75082 -0.08803 0.2265
H -0.52297 2.68234 0.51217 0.2008
H 2.43103 -1.73905 0.33213 0.2457
H -0.68120 -1.36760 1.15229 0.2033
H 2.91666 -1.08907 -1.30151 0.2507
H 0.33814 -0.19148 -1.27309 0.3938
H -0.01741 -1.88063 -1.01319 0.3782
```

Computed properties:
SMILES string = N[C@@H]1C=CC=N1.C=C=O
LUMO energy = 0.7 eV
calculated total energy = -418.0512 Ha
spin multiplicity = 1
relative energy (zero: lowest compared OMol25 entry of this formula, charge and spin) = 3.593 eV
HOMO-LUMO gap = 8.82 eV
net charge = 0

---

Entry 2:
DFT (the ωB97M-V functional and the def2-TZVPD basis) results for 2 unconnected molecules or ions with the total composition C6H8N2O2.

The geometry in XYZ format:
```
18
Properties=species:S:1:pos:R:3:nbo_charge:R:1
C 1.89022 1.13270 0.52205 0.6764
C 2.43053 0.47390 -0.71451 -0.3987
C 1.81520 -0.62439 -1.02720 0.0685
C 0.16177 -0.78753 0.81580 0.8096
C -2.39786 0.92171 -0.14262 -0.4298
C -2.65642 -0.38648 -0.23527 -0.4237
H -0.04388 0.97238 1.59323 0.4191
H 2.99813 1.26056 -1.36514 0.2707
H 2.11680 -1.39725 -1.85319 0.2276
H 0.59382 -2.26868 -0.45753 0.4238
H -2.90686 1.61662 -0.79342 0.2031
H -1.52372 1.06472 0.52892 0.1829
H -3.43479 -1.05402 -0.88991 0.2019
H -2.14863 -0.87140 0.66079 0.2387
N 0.62000 0.51774 0.97786 -0.6877
N 0.96151 -1.32076 -0.18916 -0.6219
O 2.23381 2.11572 1.11806 -0.5396
O -0.70963 -1.36554 1.45124 -0.6210
```

Computed properties:
SMILES string = O=c1cc[nH]c(=O)[nH]1.C=C
LUMO energy = 0.4 eV
calculated total energy = -493.3449 Ha
spin multiplicity = 1
relative energy (zero: lowest compared OMol25 entry of this formula, charge and spin) = 2.775 eV
HOMO-LUMO gap = 10.12 eV
net charge = 0

---

Entry 3:
DFT (the ωB97M-V functional and the def2-TZVPD basis) results for C6H8N2O2 in the gas phase.

The geometry in XYZ format:
```
18
Properties=species:S:1:pos:R:3:nbo_charge:R:1
C 1.23748 0.68668 -0.31668 0.0754
C 2.35487 -0.10073 -0.31766 0.1000
C 0.03296 -0.04413 -0.90775 -0.4556
C -0.38434 -1.03835 0.07978 -0.2094
C -1.58095 -1.11956 0.66086 -0.1513
C -2.66749 -0.19568 0.47735 -0.6613
N 1.36662 1.96838 -0.22192 -0.0076
N 3.27291 -0.68242 0.07878 0.2721
O 4.13346 -1.33935 0.53062 -0.3634
O 2.41988 2.55131 0.16277 -0.5040
H -0.89665 0.67678 -0.93208 0.2112
H 0.26731 -0.51885 -1.87377 0.2421
H 0.56634 2.67766 -0.39054 0.3816
H 0.35941 -1.78331 0.35107 0.2067
H -1.80941 -1.87687 1.41666 0.2053
H -2.43300 0.69893 1.00044 0.2233
H -3.57545 -0.66309 0.78384 0.2268
H -2.66394 0.10258 -0.58177 0.2081
```

Computed properties:
LUMO energy (alpha / beta) = -0.1 / -0.1 eV
calculated total energy = -493.1910 Ha
spin multiplicity = 1
relative energy (zero: lowest compared OMol25 entry of this formula, charge and spin) = 6.962 eV
HOMO-LUMO gap (alpha / beta) = 8.55 / 8.55 eV
net charge = 0

---

Entry 4:
DFT (the ωB97M-V functional and the def2-TZVPD basis) results for 2 unconnected molecules or ions with the total composition C6H8N2O2.

The geometry in XYZ format:
```
18
Properties=species:S:1:pos:R:3:nbo_charge:R:1
O 1.06070 -1.48366 -2.99898 -0.6176
C 0.98982 -0.75161 -2.00491 0.6735
C 0.19625 -1.20938 -0.80114 -0.5196
C 0.15560 -0.22529 0.34047 -0.1374
C 0.79716 0.95064 0.29878 -0.1045
C 1.59713 1.39298 -0.87453 -0.2549
N 1.59791 0.43971 -1.96329 -0.5981
C -0.60593 -0.59035 1.50932 0.2828
N -1.17714 -0.94112 2.45502 -0.3242
H -0.81911 -1.43969 -1.15638 0.2577
H 0.63128 -2.16692 -0.47746 0.2584
H 0.75899 1.64283 1.14048 0.2331
H 1.20462 2.35876 -1.23128 0.2168
H 2.63230 1.58475 -0.54817 0.2161
H 2.12212 0.69042 -2.79859 0.4157
O -4.04501 0.03126 3.20810 -0.9491
H -3.76696 0.19000 2.28479 0.4675
H -3.32974 -0.47332 3.61777 0.4837
```

Computed properties:
SMILES string = N#CC1=CCNC(=O)C1.O
LUMO energy = 0.1 eV
calculated total energy = -493.4209 Ha
spin multiplicity = 1
relative energy (zero: lowest compared OMol25 entry of this formula, charge and spin) = 0.707 eV
HOMO-LUMO gap = 10.41 eV
net charge = 0

---

Entry 5:
DFT (the ωB97M-V functional and the def2-TZVPD basis) results for 2 unconnected molecules or ions with the total composition C6H8N2O4.

The geometry in XYZ format:
```
20
Properties=species:S:1:pos:R:3:nbo_charge:R:1
C 1.29882 2.26625 0.01114 0.8284
C 2.34361 3.39063 -0.08505 -0.7265
C -1.85000 -3.02146 0.33535 0.6396
C -1.59032 -2.72817 -1.03604 -0.3996
C -0.95436 -1.60315 -1.50229 0.0871
C -0.67661 -0.81435 0.80476 0.8047
H 0.41999 1.28189 1.44143 0.5042
H 2.76823 3.39989 -1.15150 0.2319
H 1.92246 4.34876 0.22942 0.2435
H 3.19571 3.13492 0.64339 0.2497
H -1.65051 -1.96334 2.14122 0.4286
H -1.90874 -3.46596 -1.85246 0.2441
H -0.85883 -1.40895 -2.59816 0.2380
H 0.09873 0.16289 -0.82322 0.4652
N -1.28900 -1.97242 1.19722 -0.6337
N -0.49039 -0.66033 -0.56206 -0.6217
O 0.91816 1.56782 -0.91804 -0.6575
O 1.08756 1.99306 1.33280 -0.6951
O -2.61971 -3.86707 0.75836 -0.5584
O -0.16479 -0.04092 1.63373 -0.6728
```

Computed properties:
SMILES string = O=c1cc[nH]c(=O)[nH]1.CC(=O)O
LUMO energy = 0.3 eV
calculated total energy = -643.9657 Ha
spin multiplicity = 1
relative energy (zero: lowest compared OMol25 entry of this formula, charge and spin) = 0.223 eV
HOMO-LUMO gap = 9.82 eV
net charge = 0

---

Entry 6:
DFT (the ωB97M-V functional and the def2-TZVPD basis) results for C6H8N2S in the gas phase.

The geometry in XYZ format:
```
17
Properties=species:S:1:pos:R:3:nbo_charge:R:1
C 0.38039 0.52782 -1.37995 -0.0276
C -1.51053 -0.66211 -1.09239 -0.2520
C -0.85978 1.65340 0.18546 -0.3232
C -0.52736 -0.13830 -2.05968 -0.2485
C 0.07889 -0.73381 0.56922 0.4622
C 0.95997 -1.06705 1.70331 -0.6783
N 0.27715 0.69983 0.05596 -0.5313
N -0.83981 -1.38306 0.02666 -0.4092
S -2.40006 0.70169 -0.33284 0.1447
H 1.22985 1.02290 -1.84947 0.2053
H -2.18609 -1.35344 -1.43664 0.2332
H -0.82107 2.63511 -0.40862 0.2364
H -0.98034 1.77133 1.25261 0.2184
H -0.72048 -0.06025 -3.21376 0.2476
H 1.44922 -2.05581 1.56186 0.2402
H 0.29784 -1.24026 2.47891 0.2420
H 1.67867 -0.30739 1.85751 0.2401
```

Computed properties:
SMILES string = CC1=N[C@@H]2C=CN1CS2
LUMO energy = 0.9 eV
calculated total energy = -741.0370 Ha
spin multiplicity = 1
relative energy (zero: lowest compared OMol25 entry of this formula, charge and spin) = 2.396 eV
HOMO-LUMO gap = 9.33 eV
net charge = 0

---

Entry 7:
DFT (the ωB97M-V functional and the def2-TZVPD basis) results for C6H8N2S in the gas phase.

The geometry in XYZ format:
```
17
Properties=species:S:1:pos:R:3:nbo_charge:R:1
N -0.13880 -1.75872 -0.36524 -0.4737
S 2.31726 -2.18040 0.94086 0.0128
C -0.97517 -0.77746 -0.40352 0.3587
C 0.85595 -1.29820 0.51699 -0.0467
C 0.53988 -0.03474 1.03584 -0.1444
N -0.67862 0.21834 0.46808 -0.3301
C -2.23048 -0.53848 -1.08155 -0.4457
C -1.63118 1.29597 0.47125 -0.2016
C -2.49023 0.94385 -0.75441 -0.3957
H 2.15682 -3.06955 -0.05412 0.1479
H 1.13028 0.57060 1.69274 0.2285
H -2.17749 -0.77588 -2.14898 0.2366
H -2.98362 -1.14534 -0.64322 0.2233
H -1.13968 2.26367 0.36659 0.2054
H -2.20525 1.25700 1.39810 0.1949
H -2.19416 1.60704 -1.57323 0.2124
H -3.55505 1.15829 -0.58237 0.2173
```

Computed properties:
SMILES string = Sc1cn2c(n1)CCC2
LUMO energy = 0.8 eV
calculated total energy = -741.1235 Ha
spin multiplicity = 1
relative energy (zero: lowest compared OMol25 entry of this formula, charge and spin) = 0.043 eV
HOMO-LUMO gap = 8.50 eV
net charge = 0

---

Entry 8:
DFT (the ωB97M-V functional and the def2-TZVPD basis) results for a gas-phase ion, C6H8N3O (charge +1).

The geometry in XYZ format:
```
18
Properties=species:S:1:pos:R:3:nbo_charge:R:1
C -1.95226 1.21140 0.36552 0.3032
C 1.14058 0.53280 0.87382 0.7367
C 0.04925 0.32923 0.11325 -0.2232
C -0.04833 1.61873 -0.81114 0.7030
C 0.57455 -2.23418 0.11525 -0.6219
C 0.11584 -0.96272 -0.73021 -0.3733
N -1.17121 0.37464 0.93505 -0.4116
N 2.06518 0.40348 1.54088 -0.4074
N -1.34660 2.02416 -0.59844 -0.6252
O 0.81223 1.83955 -1.59993 -0.4870
H -3.02060 1.48970 0.58051 0.2460
H 0.04043 -2.16586 1.03286 0.2240
H 1.68246 -2.27878 0.25428 0.2116
H 0.35374 -3.16642 -0.39366 0.2532
H -1.02470 -1.22145 -0.84393 0.2642
H 0.73903 -0.69485 -1.64932 0.2623
H 2.90319 0.38341 2.08084 0.4978
H -1.91277 2.51715 -1.26564 0.4475
```

Computed properties:
SMILES string = CC[C@]1(C#[NH+])N=CNC1=O
LUMO energy = -4.3 eV
calculated total energy = -472.6117 Ha
spin multiplicity = 1
relative energy (zero: lowest compared OMol25 entry of this formula, charge and spin) = 2.801 eV
HOMO-LUMO gap = 9.94 eV
net charge = +1

---

Entry 9:
DFT (the ωB97M-V functional and the def2-TZVPD basis) results for a gas-phase ion, C6H8N3O (charge +1).

The geometry in XYZ format:
```
18
Properties=species:S:1:pos:R:3:nbo_charge:R:1
C -3.05372 -1.12724 -0.35021 -0.3624
C -3.19389 0.24398 -0.43068 -0.3278
C -1.71252 -1.57046 0.00507 0.1141
C -2.35839 1.22435 -0.14088 0.5136
C 0.54296 -0.83394 0.63678 0.1841
C 2.59863 0.20784 0.19318 0.4090
N -0.59691 -0.88840 0.11441 -0.4869
N 3.69959 0.32906 -0.44958 -0.6909
N 1.57418 -0.41566 -0.28058 -0.5604
O -2.05612 2.13552 0.64935 -0.5793
H -3.67356 -1.85053 -0.83984 0.2549
H -4.22583 0.62728 -0.79404 0.3094
H -1.54794 -2.67918 0.02161 0.2135
H 2.44886 0.56337 1.14968 0.2334
H 4.45449 0.94387 0.03120 0.4393
H 3.93363 -0.04309 -1.28099 0.4164
H 1.58644 -0.87813 -1.14752 0.4069
H -2.44682 2.35422 1.57318 0.5128
```

Computed properties:
LUMO energy = -3.5 eV
calculated total energy = -472.4696 Ha
spin multiplicity = 1
relative energy (zero: lowest compared OMol25 entry of this formula, charge and spin) = 6.667 eV
HOMO-LUMO gap = 7.23 eV
net charge = +1

---

Entry 10:
DFT (the ωB97M-V functional and the def2-TZVPD basis) results for 2 unconnected molecules or ions with the total composition C6H8N3P.

The geometry in XYZ format:
```
18
Properties=species:S:1:pos:R:3:nbo_charge:R:1
C 1.57045 1.35372 0.96126 -0.1924
C 1.63748 1.23851 -0.43997 -0.2356
C 0.33624 1.21531 1.62847 -0.2131
C 0.48937 1.11464 -1.08273 -0.2027
C -0.88404 0.98669 0.92982 -0.2058
C -0.80539 0.74956 -0.45772 -0.2407
N -2.91163 -1.96121 0.98700 -0.0979
N -1.94764 -1.97926 0.38397 0.2538
N -0.82097 -1.87619 0.03179 -0.6027
P -0.20960 -2.04881 -1.50483 0.5027
H 2.56290 1.46680 1.47595 0.2154
H 2.52979 1.47297 -0.94036 0.2138
H 0.19371 1.17303 2.60322 0.2019
H 0.45233 1.04947 -2.17817 0.2062
H -1.76484 0.77406 1.47973 0.2125
H -1.58195 0.80653 -1.27251 0.2320
H -0.06395 -3.51001 -1.66923 -0.0466
H 1.21775 -2.02581 -0.93572 -0.0009
```

Computed properties:
LUMO energy = 0.7 eV
calculated total energy = -738.9076 Ha
spin multiplicity = 1
relative energy (zero: lowest compared OMol25 entry of this formula, charge and spin) = 2.609 eV
HOMO-LUMO gap = 9.72 eV
net charge = 0

---

Entry 11:
DFT (the ωB97M-V functional and the def2-TZVPD basis) results for a gas-phase ion, C6H8N3S (charge +1).

The geometry in XYZ format:
```
18
Properties=species:S:1:pos:R:3:nbo_charge:R:1
C -0.96415 1.47703 0.15535 -0.2799
C 0.32452 1.24754 0.09575 0.4920
C -2.00601 0.42337 0.15815 0.0302
C -3.26096 0.64783 0.05115 -0.2174
C 2.77143 1.23089 -0.03316 0.0425
C 0.19039 -2.33672 -0.19093 -0.4545
N -1.55332 -0.87373 0.05786 -0.1036
N 1.53401 1.55174 -0.01630 -0.3877
N -0.32983 -0.99950 0.04128 -0.1182
S 3.37072 -0.36885 0.20723 0.1662
H -1.46093 2.33123 -0.06866 0.2768
H -4.02214 -0.14974 0.12114 0.2487
H -3.64564 1.63267 0.02886 0.2162
H 3.42856 1.87841 -0.42288 0.2242
H 1.10608 -2.19286 -0.70625 0.2112
H -0.49590 -2.86538 -0.88274 0.2424
H 0.45330 -2.72544 0.90834 0.2503
H 4.55986 0.09150 0.49578 0.1604
```

Computed properties:
LUMO energy = -5.1 eV
calculated total energy = -795.4632 Ha
spin multiplicity = 1
relative energy (zero: lowest compared OMol25 entry of this formula, charge and spin) = 4.490 eV
HOMO-LUMO gap = 8.12 eV
net charge = +1

---

Entry 12:
DFT (the ωB97M-V functional and the def2-TZVPD basis) results for C6H8N4 in the gas phase.

The geometry in XYZ format:
```
18
Properties=species:S:1:pos:R:3:nbo_charge:R:1
C 1.35549 -2.42977 0.67851 0.1917
C 0.68582 1.90062 -2.20657 0.1776
C 0.37402 -0.22891 0.63928 -0.4202
C -0.48970 0.26907 -0.81392 -0.4158
C 0.26651 -1.62872 0.96159 0.0495
C -0.16122 1.62756 -1.15664 0.0681
N 2.06427 -3.31884 0.49031 -0.2992
N 1.11932 2.18153 -3.25608 -0.3006
N -0.85920 -2.11668 1.48989 -0.7524
N -0.61560 2.59432 -0.30286 -0.7818
H 1.38009 0.04282 0.57798 0.2310
H 0.11145 0.56161 1.38411 0.1886
H -0.15958 -0.42419 -1.59271 0.2409
H -1.51655 0.16459 -0.53704 0.2158
H -1.75514 -1.78967 1.66886 0.4083
H -0.81216 -3.11152 1.81915 0.3980
H -0.48730 3.58171 -0.48693 0.4135
H -0.50052 2.12447 0.64306 0.3870
```

Computed properties:
LUMO energy (alpha / beta) = -0.3 / -0.3 eV
calculated total energy = -452.3122 Ha
spin multiplicity = 1
relative energy (zero: lowest compared OMol25 entry of this formula, charge and spin) = 4.068 eV
HOMO-LUMO gap (alpha / beta) = 7.21 / 7.02 eV
net charge = 0